ORCA calculation (wB97M-V/def2-TZVPD) on a molecular structure, C20H37BrNO12PS at a distorted geometry.

```
73
Properties=species:S:1:pos:R:3:mulliken_charge:R:1
C 6.16 -0.14 -1.36 -1.28
C 4.66 -0.53 -1.23 -0.04
C 4.49 -1.94 -0.61 -0.34
C 3.22 -2.72 -0.98 -0.63
N 2.54 -2.16 -2.14 -0.02
O 1.59 -3.13 -2.62 -0.38
P 0.10 -2.59 -2.59 0.84
O -0.82 -3.45 -3.33 -0.77
O 0.08 -1.08 -3.03 -0.29
C 0.58 -0.01 -2.21 -0.31
C -0.53 1.01 -2.03 0.67
C -0.33 1.81 -0.76 -1.08
Br -0.64 2.19 -3.58 -0.13
O -0.12 -2.61 -0.96 -0.07
S -1.50 -2.13 -0.27 1.05
C -0.80 -1.30 1.12 -0.58
O -2.22 -3.28 0.19 -0.62
O -2.16 -1.19 -1.13 -0.56
H 6.82 -0.96 -1.07 0.35
H 6.41 0.09 -2.39 0.33
H 6.42 0.73 -0.76 0.29
H 4.23 -0.46 -2.22 0.22
H 4.22 0.19 -0.55 0.30
H 4.45 -1.81 0.47 -0.31
H 5.36 -2.56 -0.80 0.50
H 2.54 -2.77 -0.14 0.24
H 3.49 -3.76 -1.19 0.48
H 3.19 -2.04 -2.90 0.23
H 0.94 -0.36 -1.25 -0.13
H 1.43 0.44 -2.71 0.63
H -1.46 0.46 -2.01 -0.12
H -0.94 2.71 -0.78 0.40
H -0.62 1.21 0.10 0.12
H 0.72 2.08 -0.64 0.34
H 0.17 -0.90 0.83 0.27
H -0.63 -2.06 1.88 0.39
H -1.48 -0.51 1.42 0.05
O 4.10 -3.66 2.05 -0.56
C 4.24 -2.98 3.02 0.53
O 3.19 -2.39 3.65 -0.34
C 3.66 -1.55 4.72 -0.40
C 5.04 -2.08 5.07 -0.53
C 5.53 -2.59 3.72 -0.43
H 3.68 -0.52 4.36 0.28
H 2.95 -1.61 5.54 0.30
H 5.68 -1.32 5.52 0.33
H 4.95 -2.91 5.77 0.27
H 6.02 -1.81 3.13 0.25
H 6.19 -3.45 3.79 0.34
O -3.02 1.18 2.00 -0.65
C -3.48 2.25 1.71 0.48
O -2.88 3.07 0.82 -0.23
C -3.60 4.32 0.72 -0.57
C -5.00 4.01 1.23 -0.15
C -4.73 2.91 2.26 -0.55
H -3.08 5.05 1.35 0.33
H -3.57 4.65 -0.31 0.35
H -5.50 4.89 1.63 0.39
H -5.61 3.63 0.42 -0.10
H -4.50 3.30 3.25 0.31
H -5.54 2.19 2.33 0.34
O -6.85 3.74 -2.13 -0.61
C -6.10 2.80 -2.19 0.45
O -4.81 2.93 -2.55 -0.34
C -4.17 1.64 -2.62 0.23
C -5.02 0.73 -1.73 -0.20
C -6.41 1.34 -1.90 -0.57
H -4.17 1.31 -3.66 0.33
H -3.14 1.73 -2.29 -0.39
H -4.95 -0.32 -2.00 0.50
H -4.69 0.83 -0.69 -0.04
H -6.94 0.93 -2.76 0.31
H -7.03 1.26 -1.01 0.30
```

Properties
HOMO-LUMO gap = 10.139 eV
HOMO energy = -0.3655 hartree